Entry from the Open Molecules 2025 dataset: a 11-piece molecular cluster, C64H150B3F12N8O3 overall (ωB97M-V/def2-TZVPD).

Last columns: bonded neighbours and bond lengths (Å).
Geometry (Å):
1 C -5.46 -15.00 -4.41  C2 1.555, H11 1.090, H12 1.090, H13 1.090
2 C -6.16 -14.88 -5.80  C1 1.555, N3 1.485, H14 1.090, H15 1.090
3 N -7.55 -14.37 -5.74  C2 1.485, C4 1.560, C5 1.581, C7 1.541
4 C -8.28 -14.62 -7.09  N3 1.560, H16 1.090, H17 1.090, H18 1.090
5 C -8.45 -15.10 -4.67  N3 1.581, C6 1.574, H19 1.090, H20 1.090
6 C -8.59 -16.66 -4.83  C5 1.574, H21 1.090, H22 1.090, H23 1.090
7 C -7.61 -12.88 -5.33  N3 1.541, C8 1.575, H24 1.090, H25 1.090
8 C -7.20 -11.86 -6.46  C7 1.575, O9 1.387, H26 1.090, H27 1.090
9 O -5.84 -11.88 -6.73  C8 1.387, C10 1.445
10 C -5.01 -10.77 -6.30  O9 1.445, H28 1.090, H29 1.090, H30 1.090
11 H -5.21 -14.00 -4.06  C1 1.090
12 H -4.52 -15.55 -4.45  C1 1.090
13 H -6.06 -15.55 -3.68  C1 1.090
14 H -6.25 -15.88 -6.20  C2 1.090
15 H -5.65 -14.28 -6.56  C2 1.090
16 H -7.79 -14.16 -7.94  C4 1.090
17 H -9.29 -14.21 -7.02  C4 1.090
18 H -8.26 -15.69 -7.30  C4 1.090
19 H -9.50 -14.84 -4.77  C5 1.090
20 H -8.25 -14.76 -3.65  C5 1.090
21 H -7.56 -17.03 -4.82  C6 1.090
22 H -9.08 -16.96 -5.75  C6 1.090
23 H -9.23 -17.04 -4.03  C6 1.090
24 H -6.92 -12.72 -4.51  C7 1.090
25 H -8.64 -12.65 -5.06  C7 1.090
26 H -7.51 -10.83 -6.25  C8 1.090
27 H -7.65 -11.96 -7.44  C8 1.090
28 H -4.93 -10.95 -5.23  C10 1.090
29 H -5.56 -9.85 -6.50  C10 1.090
30 H -4.06 -10.72 -6.84  C10 1.090
31 C -2.74 -15.10 -12.83  C32 1.500, H41 1.090, H42 1.090, H43 1.090
32 C -4.06 -14.99 -12.14  C31 1.500, N33 1.552, H44 1.090, H45 1.090
33 N -4.87 -13.72 -12.51  C32 1.552, C34 1.562, C35 1.548, C37 1.502
34 C -6.08 -13.76 -11.52  N33 1.562, H46 1.090, H47 1.090, H48 1.090
35 C -3.99 -12.47 -12.27  N33 1.548, C36 1.534, H49 1.090, H50 1.090
36 C -4.73 -11.13 -12.20  C35 1.534, H51 1.090, H52 1.090, H53 1.090
37 C -5.35 -13.80 -13.93  N33 1.502, C38 1.523, H54 1.090, H55 1.090
38 C -6.09 -15.11 -14.20  C37 1.523, O39 1.413, H56 1.090, H57 1.090
39 O -7.42 -15.14 -13.72  C38 1.413, C40 1.427
40 C -7.91 -16.48 -13.71  O39 1.427, H58 1.090, H59 1.090, H60 1.090
41 H -2.79 -15.33 -13.90  C31 1.090
42 H -2.13 -15.86 -12.35  C31 1.090
43 H -2.18 -14.16 -12.83  C31 1.090
44 H -3.83 -14.94 -11.07  C32 1.090
45 H -4.69 -15.86 -12.28  C32 1.090
46 H -5.66 -13.51 -10.55  C34 1.090
47 H -6.55 -14.75 -11.56  C34 1.090
48 H -6.85 -13.05 -11.84  C34 1.090
49 H -3.38 -12.44 -13.18  C35 1.090
50 H -3.34 -12.59 -11.40  C35 1.090
51 H -5.61 -11.18 -12.83  C36 1.090
52 H -4.12 -10.29 -12.53  C36 1.090
53 H -5.13 -10.89 -11.22  C36 1.090
54 H -4.49 -13.85 -14.59  C37 1.090
55 H -5.93 -12.88 -14.00  C37 1.090
56 H -5.41 -15.96 -14.11  C38 1.090
57 H -6.16 -15.13 -15.28  C38 1.090
58 H -7.80 -17.11 -12.82  C40 1.090
59 H -7.64 -17.02 -14.61  C40 1.090
60 H -9.00 -16.40 -13.73  C40 1.090
61 C -2.96 -13.07 -7.55  C62 1.537, H71 1.090, H72 1.090, H73 1.090
62 C -2.38 -14.19 -8.43  C61 1.537, N63 1.551, H74 1.090, H75 1.090
63 N -1.42 -15.09 -7.61  C62 1.551, C64 1.528, C65 1.556, C67 1.560
64 C -2.23 -15.84 -6.55  N63 1.528, H76 1.090, H77 1.090, H78 1.090
65 C -0.84 -16.14 -8.60  N63 1.556, C66 1.585, H79 1.090, H80 1.090
66 C -1.90 -17.00 -9.40  C65 1.585, H81 1.090, H82 1.090, H83 1.090
67 C -0.30 -14.17 -7.04  N63 1.560, C68 1.575, H84 1.090, H85 1.090
68 C 0.83 -14.98 -6.29  C67 1.575, O69 1.463, H86 1.090, H87 1.090
69 O 2.11 -14.40 -6.68  C68 1.463, C70 1.428
70 C 3.16 -14.88 -5.85  O69 1.428, H88 1.090, H89 1.090, H90 1.090
71 H -2.25 -12.25 -7.45  C61 1.090
72 H -3.35 -13.34 -6.57  C61 1.090
73 H -3.73 -12.48 -8.05  C61 1.090
74 H -1.83 -13.85 -9.30  C62 1.090
75 H -3.28 -14.75 -8.72  C62 1.090
76 H -1.57 -16.44 -5.93  C64 1.090
77 H -3.02 -16.45 -7.01  C64 1.090
78 H -2.66 -15.17 -5.81  C64 1.090
79 H -0.24 -16.89 -8.09  C65 1.090
80 H -0.16 -15.57 -9.23  C65 1.090
81 H -2.49 -17.64 -8.75  C66 1.090
82 H -1.38 -17.67 -10.09  C66 1.090
83 H -2.58 -16.43 -10.03  C66 1.090
84 H -0.80 -13.58 -6.28  C67 1.090
85 H 0.01 -13.47 -7.82  C67 1.090
86 H 0.84 -16.06 -6.39  C68 1.090
87 H 0.65 -14.72 -5.25  C68 1.090
88 H 4.21 -14.69 -6.12  C70 1.090
89 H 3.14 -15.97 -5.88  C70 1.090
90 H 3.01 -14.50 -4.84  C70 1.090
91 C 2.03 -17.72 -3.03  C92 1.536, H100 1.090, H101 1.090, H102 1.090
92 C 1.72 -19.22 -3.17  C91 1.536, C93 1.491, H103 1.090, H104 1.090
93 C 0.28 -19.44 -2.88  C92 1.491, N94 1.589, H105 1.090, H106 1.090
94 N -0.13 -20.97 -2.96  C93 1.589, C95 1.581, C96 1.545, C99 1.559
95 C 0.53 -21.82 -1.80  N94 1.581, H107 1.090, H108 1.090, H109 1.090
96 C -0.08 -21.51 -4.41  N94 1.545, C97 1.580, H110 1.090, H111 1.090
97 C -1.38 -22.34 -4.72  C96 1.580, C98 1.502, H112 1.090, H113 1.090
98 C -2.17 -22.30 -3.44  C97 1.502, C99 1.513, H114 1.090, H115 1.090
99 C -1.66 -21.09 -2.69  N94 1.559, C98 1.513, H116 1.090, H117 1.090
100 H 1.90 -17.36 -2.00  C91 1.090
101 H 1.36 -17.09 -3.60  C91 1.090
102 H 3.06 -17.51 -3.32  C91 1.090
103 H 2.35 -19.98 -2.70  C92 1.090
104 H 1.96 -19.42 -4.22  C92 1.090
105 H -0.35 -18.90 -3.59  C93 1.090
106 H 0.00 -18.98 -1.93  C93 1.090
107 H 0.55 -21.31 -0.84  C95 1.090
108 H 1.57 -21.95 -2.10  C95 1.090
109 H 0.00 -22.77 -1.75  C95 1.090
110 H 0.81 -22.15 -4.42  C96 1.090
111 H -0.01 -20.65 -5.09  C96 1.090
112 H -1.25 -23.39 -4.98  C97 1.090
113 H -1.84 -21.89 -5.59  C97 1.090
114 H -2.03 -23.20 -2.85  C98 1.090
115 H -3.26 -22.27 -3.51  C98 1.090
116 H -1.77 -21.05 -1.60  C99 1.090
117 H -2.14 -20.20 -3.09  C99 1.090
118 C 5.88 -19.22 -8.95  C119 1.493, H127 1.090, H128 1.090, H129 1.090
119 C 4.94 -18.41 -9.77  C118 1.493, C120 1.504, H130 1.090, H131 1.090
120 C 4.66 -16.98 -9.37  C119 1.504, N121 1.585, H132 1.090, H133 1.090
121 N 3.73 -16.11 -10.31  C120 1.585, C122 1.548, C123 1.567, C126 1.612
122 C 2.32 -16.73 -10.51  N121 1.548, H134 1.090, H135 1.090, H136 1.090
123 C 4.32 -15.83 -11.73  N121 1.567, C124 1.524, H137 1.090, H138 1.090
124 C 5.22 -14.60 -11.69  C123 1.524, C125 1.527, H139 1.090, H140 1.090
125 C 4.96 -14.05 -10.29  C124 1.527, C126 1.543, H141 1.090, H142 1.090
126 C 3.64 -14.61 -9.73  N121 1.612, C125 1.543, H143 1.090, H144 1.090
127 H 6.84 -18.71 -8.95  C118 1.090
128 H 6.00 -20.25 -9.29  C118 1.090
129 H 5.52 -19.20 -7.92  C118 1.090
130 H 4.03 -18.99 -9.93  C119 1.090
131 H 5.35 -18.40 -10.78  C119 1.090
132 H 5.64 -16.50 -9.43  C120 1.090
133 H 4.30 -16.84 -8.35  C120 1.090
134 H 2.40 -17.60 -11.17  C122 1.090
135 H 1.81 -15.97 -11.09  C122 1.090
136 H 1.87 -16.91 -9.53  C122 1.090
137 H 3.46 -15.59 -12.36  C123 1.090
138 H 4.71 -16.74 -12.19  C123 1.090
139 H 4.91 -13.86 -12.43  C124 1.090
140 H 6.24 -14.91 -11.90  C124 1.090
141 H 4.90 -12.96 -10.29  C125 1.090
142 H 5.77 -14.14 -9.56  C125 1.090
143 H 2.73 -14.22 -10.18  C126 1.090
144 H 3.51 -14.63 -8.64  C126 1.090
145 C -1.97 -20.97 -9.43  C146 1.537, H154 1.090, H155 1.090, H156 1.090
146 C -2.98 -21.16 -8.30  C145 1.537, C147 1.538, H157 1.090, H158 1.090
147 C -4.31 -20.45 -8.61  C146 1.538, N148 1.511, H159 1.090, H160 1.090
148 N -5.45 -20.70 -7.66  C147 1.511, C149 1.526, C150 1.545, C153 1.594
149 C -5.72 -22.21 -7.69  N148 1.526, H161 1.090, H162 1.090, H163 1.090
150 C -5.20 -20.19 -6.23  N148 1.545, C151 1.454, H164 1.090, H165 1.090
151 C -5.74 -18.84 -6.20  C150 1.454, C152 1.552, H166 1.090, H167 1.090
152 C -7.10 -19.03 -6.91  C151 1.552, C153 1.568, H168 1.090, H169 1.090
153 C -6.77 -19.95 -8.14  N148 1.594, C152 1.568, H170 1.090, H171 1.090
154 H -1.06 -21.55 -9.22  C145 1.090
155 H -1.84 -19.91 -9.64  C145 1.090
156 H -2.26 -21.55 -10.31  C145 1.090
157 H -2.48 -20.83 -7.39  C146 1.090
158 H -3.15 -22.23 -8.14  C146 1.090
159 H -4.54 -20.91 -9.57  C147 1.090
160 H -4.18 -19.37 -8.72  C147 1.090
161 H -6.15 -22.56 -8.63  C149 1.090
162 H -6.52 -22.29 -6.96  C149 1.090
163 H -4.84 -22.74 -7.33  C149 1.090
164 H -5.72 -20.91 -5.60  C150 1.090
165 H -4.15 -20.29 -5.94  C150 1.090
166 H -5.96 -18.38 -5.24  C151 1.090
167 H -5.11 -18.13 -6.74  C151 1.090
168 H -7.88 -19.35 -6.21  C152 1.090
169 H -7.36 -18.07 -7.36  C152 1.090
170 H -7.59 -20.67 -8.11  C153 1.090
171 H -6.70 -19.47 -9.11  C153 1.090
172 C 2.24 -11.08 -3.96  C173 1.552, H181 1.090, H182 1.090, H183 1.090
173 C 2.40 -11.25 -5.50  C172 1.552, C174 1.527, H184 1.090, H185 1.090
174 C 2.37 -9.98 -6.34  C173 1.527, N175 1.564, H186 1.090, H187 1.090
175 N 2.14 -10.25 -7.86  C174 1.564, C176 1.580, C177 1.564, C180 1.533
176 C 0.61 -10.60 -8.04  N175 1.580, H188 1.090, H189 1.090, H190 1.090
177 C 3.09 -11.31 -8.50  N175 1.564, C178 1.619, H191 1.090, H192 1.090
178 C 4.42 -10.50 -8.92  C177 1.619, C179 1.511, H193 1.090, H194 1.090
179 C 4.01 -9.05 -8.88  C178 1.511, C180 1.598, H195 1.090, H196 1.090
180 C 2.42 -9.05 -8.77  N175 1.533, C179 1.598, H197 1.090, H198 1.090
181 H 2.88 -10.34 -3.48  C172 1.090
182 H 2.38 -12.03 -3.43  C172 1.090
183 H 1.20 -10.86 -3.74  C172 1.090
184 H 1.70 -12.02 -5.83  C173 1.090
185 H 3.32 -11.81 -5.68  C173 1.090
186 H 3.29 -9.40 -6.25  C174 1.090
187 H 1.55 -9.34 -6.00  C174 1.090
188 H 0.43 -10.91 -9.07  C176 1.090
189 H 0.05 -9.68 -7.87  C176 1.090
190 H 0.30 -11.37 -7.32  C176 1.090
191 H 2.59 -11.76 -9.36  C177 1.090
192 H 3.33 -12.18 -7.89  C177 1.090
193 H 4.74 -10.90 -9.88  C178 1.090
194 H 5.23 -10.72 -8.22  C178 1.090
195 H 4.35 -8.56 -9.79  C179 1.090
196 H 4.51 -8.56 -8.04  C179 1.090
197 H 2.04 -9.09 -9.79  C180 1.090
198 H 1.96 -8.16 -8.32  C180 1.090
199 C -2.63 -9.50 -9.88  C200 1.586, H208 1.090, H209 1.090, H210 1.090
200 C -2.04 -8.18 -9.23  C199 1.586, C201 1.548, H211 1.090, H212 1.090
201 C -2.82 -7.56 -8.04  C200 1.548, N202 1.574, H213 1.090, H214 1.090
202 N -2.01 -6.39 -7.38  C201 1.574, C203 1.578, C204 1.553, C207 1.528
203 C -0.82 -6.87 -6.45  N202 1.578, H215 1.090, H216 1.090, H217 1.090
204 C -3.01 -5.73 -6.40  N202 1.553, C205 1.573, H218 1.090, H219 1.090
205 C -2.57 -4.22 -6.46  C204 1.573, C206 1.555, H220 1.090, H221 1.090
206 C -1.59 -4.01 -7.65  C205 1.555, C207 1.548, H222 1.090, H223 1.090
207 C -1.60 -5.35 -8.42  N202 1.528, C206 1.548, H224 1.090, H225 1.090
208 H -2.16 -9.69 -10.84  C199 1.090
209 H -3.67 -9.44 -10.19  C199 1.090
210 H -2.56 -10.39 -9.24  C199 1.090
211 H -2.00 -7.39 -9.98  C200 1.090
212 H -0.99 -8.35 -9.04  C200 1.090
213 H -2.85 -8.43 -7.38  C201 1.090
214 H -3.81 -7.18 -8.29  C201 1.090
215 H -1.27 -7.48 -5.67  C203 1.090
216 H -0.48 -6.03 -5.84  C203 1.090
217 H -0.05 -7.37 -7.04  C203 1.090
218 H -2.80 -6.03 -5.38  C204 1.090
219 H -4.06 -5.85 -6.67  C204 1.090
220 H -1.92 -4.00 -5.62  C205 1.090
221 H -3.41 -3.52 -6.55  C205 1.090
222 H -0.61 -3.69 -7.32  C206 1.090
223 H -1.85 -3.26 -8.40  C206 1.090
224 H -0.68 -5.75 -8.86  C207 1.090
225 H -2.35 -5.30 -9.21  C207 1.090
226 B -2.52 -17.12 -3.02  F227 1.313, F228 1.367, F229 1.427, F230 1.352
227 F -3.69 -16.70 -2.60  B226 1.313
228 F -1.65 -16.06 -3.11  B226 1.367
229 F -1.99 -18.02 -2.04  B226 1.427
230 F -2.67 -17.75 -4.21  B226 1.352
231 B 6.93 -15.77 -7.05  F232 1.408, F233 1.390, F234 1.382, F235 1.376
232 F 7.68 -16.03 -8.22  B231 1.408
233 F 6.15 -16.85 -6.66  B231 1.390
234 F 7.77 -15.43 -6.01  B231 1.382
235 F 6.13 -14.73 -7.47  B231 1.376
236 B 1.36 -19.35 -7.69  F237 1.373, F238 1.364, F239 1.363, F240 1.422
237 F 1.52 -20.71 -7.60  B236 1.373
238 F 2.53 -18.76 -7.34  B236 1.364
239 F 0.96 -19.01 -8.95  B236 1.363
240 F 0.31 -18.92 -6.82  B236 1.422

## Properties
Total charge: +5
Lowest unoccupied orbital energy in Ha: -0.368
Molar mass in g/mol: 1340.4
Highest occupied orbital energy in eV: -16.8